# 1
Entry from the OMol25 dataset: a structure of composition C37H37AsF6N6O3STeZn (the ωB97M-V functional and the def2-TZVPD basis).

The geometry in XYZ format:
```
93
Properties=species:S:1:pos:R:3
Zn -0.0771 0.2346 -0.0008
C 6.1692 -2.4368 -2.0902
C 5.0214 -1.6741 -1.4719
C 5.2236 -0.4895 -0.7644
C 4.1887 0.2801 -0.2541
C 4.5535 1.4827 0.5805
O 5.3560 1.3377 1.4781
C 3.9571 2.8096 0.2714
C 3.6009 3.1290 -1.0329
C 3.1399 4.3998 -1.3370
C 3.0090 5.3449 -0.3314
C 3.3482 5.0235 0.9792
C 3.8360 3.7614 1.2790
C 2.8527 -0.1495 -0.3810
O 1.8518 0.6062 0.0159
C 2.6597 -1.4177 -0.9879
C 3.7188 -2.1258 -1.5637
C 1.2840 -1.9106 -0.9841
N 0.5714 -1.9168 0.1111
C 1.2277 -1.8902 1.4325
C 0.4396 -2.8269 2.3418
Te 0.2843 -4.6544 1.2687
C 2.3435 -5.0212 1.4061
C 3.0811 -5.2453 0.2490
C 4.4631 -5.3370 0.3322
C 5.0957 -5.2180 1.5608
C 4.3500 -5.0266 2.7205
C 2.9712 -4.9204 2.6482
C 0.6020 -2.2827 -2.2413
C -0.6202 -2.9605 -2.2006
C -1.2797 -3.2847 -3.3729
C -0.7229 -2.9406 -4.5991
C 0.4905 -2.2643 -4.6509
C 1.1484 -1.9301 -3.4785
H 7.1228 -1.9649 -1.8583
H 6.0720 -2.4824 -3.1762
H 6.2067 -3.4667 -1.7290
H 6.2360 -0.1261 -0.6130
H 3.7062 2.3831 -1.8150
H 2.8748 4.6503 -2.3565
H 2.6405 6.3358 -0.5657
H 3.2444 5.7629 1.7631
H 4.1333 3.5007 2.2877
H 3.5060 -3.0717 -2.0551
H 1.2308 -0.8925 1.8828
H 2.2748 -2.1965 1.3607
H -0.5840 -2.4921 2.5095
H 0.9506 -3.0089 3.2866
H 2.5872 -5.3479 -0.7110
H 5.0457 -5.5006 -0.5650
H 6.1746 -5.2785 1.6191
H 4.8442 -4.9544 3.6807
H 2.3960 -4.7791 3.5558
H -1.0619 -3.2061 -1.2442
H -2.2322 -3.7982 -3.3270
H -1.2384 -3.1920 -5.5176
H 0.9238 -1.9980 -5.6069
H 2.0835 -1.3866 -3.5213
F -2.0196 -1.2916 1.0050
As -3.4672 -2.3058 1.0163
F -3.3223 -2.3593 2.7323
F -4.4154 -0.8662 1.0978
F -4.8376 -3.3140 1.0379
F -3.4716 -2.2301 -0.7050
F -2.4182 -3.7089 0.9185
C -3.9793 1.2827 -2.2541
N -3.4982 1.5525 -0.8951
C -4.2926 2.0811 0.0766
C -3.8807 2.1792 1.3532
C -2.5863 1.6757 1.6656
N -1.7810 1.2702 0.6969
C -2.2458 1.1428 -0.5688
O -1.4918 0.6098 -1.4216
N -2.1438 1.6318 2.9251
H -5.0019 1.6376 -2.3354
H -3.9437 0.2121 -2.4413
H -3.3455 1.7929 -2.9754
H -5.2754 2.4003 -0.2390
H -4.5278 2.5755 2.1198
H -2.7561 1.8613 3.6866
H -1.2690 1.1850 3.1326
S 0.1205 3.4504 -0.6594
C 0.3813 2.9749 -2.2361
N 1.3178 2.0919 -2.6363
C 1.2381 1.7684 -4.0600
C 0.1995 2.7904 -4.5719
N -0.2908 3.3876 -3.3303
H 1.8053 1.5386 -1.9481
H 0.9038 0.7419 -4.2129
H 2.2055 1.9014 -4.5407
H -0.6090 2.3026 -5.1131
H 0.6482 3.5387 -5.2227
H -0.8980 4.1854 -3.2896
```

Computed properties:
- Expectation value of S²: 0.755
- E: -197742.617 eV
- Total charge: +1
- Gap between HOMO and LUMO (alpha / beta): 7.11 / 4.44 eV
- Lowest unoccupied orbital energy (alpha / beta): -3.09 / -5.77 eV
- Spin multiplicity: 2

# 2
Entry from the OMol25 dataset: a structure of composition C37H37GeIrN2O2S2 in a non-equilibrium geometry (the ωB97M-V functional and the def2-TZVPD basis).

The geometry in XYZ format:
```
82
Properties=species:S:1:pos:R:3
Ir -0.9556 1.9493 0.8409
C -0.0736 4.6460 2.3951
N 0.0343 4.1759 1.0090
C 1.4149 3.9950 0.5573
C 2.1503 2.9497 1.3926
N 1.4447 1.6610 1.4149
C 1.8394 0.8018 0.2980
C 1.6593 1.0099 2.6836
C 2.9518 0.7707 3.1276
C 3.1921 0.2308 4.3767
C 2.1227 -0.0758 5.2075
C 0.8321 0.1404 4.7738
C 0.5781 0.6854 3.5099
S -1.0827 0.9671 3.0641
C -0.7184 5.0785 0.1754
C -0.1536 6.2298 -0.3520
C -0.9211 7.1306 -1.0688
C -2.2683 6.8774 -1.2761
C -2.8448 5.7345 -0.7620
C -2.0843 4.8283 -0.0245
S -2.8765 3.4510 0.7044
H 0.5412 5.5392 2.5637
H 0.2183 3.8601 3.0901
H -1.1138 4.9008 2.5985
H 1.9911 4.9281 0.6205
H 1.3699 3.6802 -0.4868
H 2.2319 3.3115 2.4211
H 3.1727 2.8476 1.0018
H 2.9133 0.5760 0.3156
H 1.6015 1.3001 -0.6382
H 1.2780 -0.1302 0.3450
H 3.7819 1.0193 2.4810
H 4.2088 0.0485 4.6934
H 2.3085 -0.4730 6.1953
H -0.0144 -0.1055 5.3965
H 0.8931 6.4455 -0.1972
H -0.4639 8.0305 -1.4543
H -2.8652 7.5768 -1.8374
H -3.8896 5.5205 -0.9228
O -0.6229 2.0356 -1.5340
C -0.9201 0.8280 -1.6510
O -1.1819 0.1180 -0.6413
C -0.9514 0.1651 -3.0017
C -0.0864 -1.0798 -2.9776
Ge -0.4866 -2.5584 -1.6315
C 0.0076 -2.5810 0.3177
C -0.8952 -2.1749 1.2930
C -0.6014 -2.3092 2.6399
C 0.6053 -2.8536 3.0433
C 1.5054 -3.2823 2.0837
C 1.2042 -3.1505 0.7388
C -2.4040 -3.1198 -1.7566
C -3.3939 -2.2458 -1.3203
C -4.7295 -2.6090 -1.3394
C -5.1077 -3.8545 -1.8123
C -4.1376 -4.7306 -2.2617
C -2.8025 -4.3669 -2.2230
C 0.8919 -3.7926 -2.4433
C 2.1921 -3.2891 -2.4174
C 3.2520 -3.9725 -2.9778
C 3.0377 -5.1907 -3.5968
C 1.7568 -5.7066 -3.6447
C 0.7028 -5.0140 -3.0725
H -0.6080 0.8770 -3.7582
H -1.9875 -0.1005 -3.2176
H 0.9548 -0.7853 -2.8534
H -0.1706 -1.5743 -3.9481
H -1.8442 -1.7552 1.0016
H -1.3249 -2.0000 3.3807
H 0.8415 -2.9462 4.0946
H 2.4392 -3.7392 2.3852
H 1.9116 -3.5226 0.0126
H -3.1127 -1.2699 -0.9531
H -5.4807 -1.9197 -0.9805
H -6.1507 -4.1381 -1.8342
H -4.4199 -5.7047 -2.6389
H -2.0661 -5.0794 -2.5570
H 2.3789 -2.3345 -1.9386
H 4.2473 -3.5535 -2.9353
H 3.8594 -5.7266 -4.0465
H 1.5752 -6.6532 -4.1327
H -0.2810 -5.4525 -3.1274
```

Computed properties:
- E: -127069.949 eV
- Gap between HOMO and LUMO (alpha / beta): 6.48 / 6.50 eV
- Lowest unoccupied orbital energy (alpha / beta): -1.07 / -1.05 eV
- Relative energy (zero: lowest compared OMol25 entry of this formula, charge and spin): 118.6 kJ/mol

# 3
Entry from the OMol25 dataset: a structure of composition C37H37N6ReSSb2 in a non-equilibrium geometry (the ωB97M-V functional and the def2-TZVPD basis).

The geometry in XYZ format:
```
84
Properties=species:S:1:pos:R:3
Re -0.0583 -0.8478 -0.1007
N -0.7933 0.2669 4.0243
C -0.7747 -0.3115 2.8276
S -0.5108 0.8021 1.4211
N -0.9356 -1.5920 2.6880
N -0.9403 -1.9715 1.3644
C -1.6895 -2.9687 1.0230
C -1.7972 -3.2419 -0.3940
C -2.5558 -4.2902 -0.8919
C -2.6507 -4.4514 -2.2669
C -1.9887 -3.5576 -3.0921
C -1.2560 -2.5287 -2.5233
N -1.1556 -2.3584 -1.2051
H -0.8118 1.2703 4.1048
H -1.0305 -0.2831 4.8376
H -2.2686 -3.5065 1.7658
H -3.0654 -4.9580 -0.2111
H -3.2349 -5.2599 -2.6848
H -2.0383 -3.6471 -4.1677
H -0.7339 -1.8109 -3.1423
C 0.0844 0.5798 -2.0457
C -0.1729 2.0341 -2.5171
C -0.4019 3.1085 -1.4562
Sb 1.5012 3.5297 -0.5946
C 2.5560 4.6962 -1.9748
C 3.7765 4.2687 -2.4859
C 4.4519 5.0851 -3.3821
C 3.9098 6.3076 -3.7560
C 2.6885 6.7246 -3.2407
C 2.0026 5.9193 -2.3455
C 1.6661 4.3526 1.3210
C 1.6352 3.5684 2.4690
C 1.7935 4.1884 3.6993
C 1.9742 5.5633 3.7737
C 2.0207 6.3311 2.6191
C 1.8782 5.7277 1.3790
Sb 2.0725 0.7939 -0.7026
C 3.2681 0.6826 1.0455
C 2.9874 -0.1843 2.0900
C 3.7895 -0.1450 3.2259
C 4.8422 0.7546 3.3062
C 5.1129 1.6189 2.2532
C 4.3232 1.5901 1.1120
C 3.4866 0.3290 -2.1992
C 4.7197 -0.1813 -1.8147
C 5.6557 -0.5064 -2.7877
C 5.3591 -0.3262 -4.1318
C 4.1213 0.1800 -4.5140
C 3.1817 0.5058 -3.5488
H 0.2961 -0.0296 -2.9230
H -0.9455 0.2861 -1.6661
H -1.0679 1.9804 -3.1426
H 0.6356 2.3453 -3.1885
H -1.1190 2.8157 -0.6871
H -0.7662 4.0221 -1.9257
H 4.2121 3.3128 -2.2043
H 5.4034 4.7665 -3.7849
H 4.4423 6.9405 -4.4526
H 2.2695 7.6774 -3.5337
H 1.0489 6.2540 -1.9519
H 1.5305 2.4957 2.4129
H 1.7940 3.5990 4.6055
H 2.0948 6.0368 4.7385
H 2.1776 7.3992 2.6802
H 1.9424 6.3294 0.4810
H 2.1543 -0.8841 2.0268
H 3.5899 -0.8205 4.0473
H 5.4597 0.7819 4.1937
H 5.9369 2.3175 2.3167
H 4.5481 2.2726 0.2962
H 4.9612 -0.3352 -0.7702
H 6.6179 -0.9021 -2.4921
H 6.0928 -0.5798 -4.8848
H 3.8937 0.3250 -5.5614
H 2.2280 0.9120 -3.8664
N 1.5469 -3.3834 0.4277
C 2.3951 -4.3157 -0.0304
C 2.8252 -3.9041 -1.2718
C 2.1951 -2.6804 -1.4853
N 1.4223 -2.3541 -0.4445
H 1.1024 -3.3442 1.3315
H 2.6370 -5.1892 0.5521
H 3.5042 -4.4152 -1.9304
H 2.2620 -2.0298 -2.3419
```

Computed properties:
- Expectation value of S²: 0.766
- E: -73923.659 eV
- Total charge: +3
- Gap between HOMO and LUMO (alpha / beta): 6.84 / 6.80 eV
- Lowest unoccupied orbital energy (alpha / beta): -9.34 / -9.20 eV
- Relative energy (zero: lowest compared OMol25 entry of this formula, charge and spin): 72.4 kJ/mol
- Spin multiplicity: 2

# 4
Entry from the OMol25 dataset: a structure of composition C37H38As2N2PPd (the ωB97M-V functional and the def2-TZVPD basis).

The geometry in XYZ format:
```
81
Properties=species:S:1:pos:R:3
Pd -0.3940 0.3296 -0.1131
C -2.8872 -2.4328 -0.8824
As -2.3898 -1.1242 0.4596
C -4.0989 -0.3317 0.8564
C -1.9177 -2.0125 2.0885
C -2.8230 -2.4027 3.0671
C -2.3524 -3.0610 4.1973
C -1.0001 -3.3358 4.3389
C -0.0920 -2.9491 3.3586
C -0.5666 -2.2754 2.2398
As 0.5964 -1.7966 0.7713
C 0.6358 -3.3594 -0.3560
C 2.3227 -1.8204 1.6198
H -3.3229 -3.2917 -0.3717
H -2.0403 -2.7368 -1.4860
H -3.6359 -1.9871 -1.5370
H -4.7614 -1.1761 1.0518
H -4.4760 0.2158 -0.0037
H -4.0390 0.3077 1.7325
H -3.8823 -2.2023 2.9729
H -3.0470 -3.3584 4.9711
H -0.6426 -3.8478 5.2223
H 0.9564 -3.1726 3.4975
H 0.7001 -4.1869 0.3531
H 1.5052 -3.3526 -1.0049
H -0.2627 -3.4574 -0.9522
H 2.4608 -2.8387 1.9842
H 2.3432 -1.1246 2.4555
H 3.1141 -1.5959 0.9180
N -0.1693 1.4855 2.1687
C -1.4761 2.0243 2.3838
C -1.9522 2.3875 3.6144
C -3.2014 3.0279 3.7591
C -3.9430 3.3490 2.6599
C -3.5100 2.9496 1.3729
C -4.2654 3.2313 0.2133
C -3.8564 2.7531 -1.0015
C -2.7105 1.9540 -1.0506
N -1.9617 1.7013 0.0108
C -2.3021 2.2250 1.2351
H 0.2909 1.1902 3.0232
H 0.4230 2.2108 1.7687
H -1.3374 2.2278 4.4920
H -3.5363 3.3124 4.7467
H -4.8689 3.9010 2.7529
H -5.1713 3.8180 0.3031
H -4.4058 2.9495 -1.9109
H -2.3879 1.5182 -1.9874
C 6.2424 0.8073 -0.3397
C 5.8875 0.3197 -1.5882
C 4.5679 -0.0041 -1.8684
C 3.5992 0.1648 -0.8738
C 3.9547 0.6825 0.3736
C 5.2750 0.9982 0.6394
P 1.8618 0.0115 -1.3462
C 1.6144 -1.1266 -2.7095
C 2.4849 -2.1978 -2.9347
C 2.2370 -3.0798 -3.9745
C 1.1181 -2.9059 -4.7805
C 0.2449 -1.8479 -4.5497
C 0.4854 -0.9617 -3.5147
C 1.4698 1.6724 -1.8018
C 2.1444 2.5691 -2.6280
C 1.7282 3.8844 -2.6330
C 0.6990 4.2814 -1.7815
C 0.0387 3.3911 -0.9405
C 0.4295 2.0548 -0.9814
H 7.2755 1.0517 -0.1330
H 6.6393 0.1906 -2.3549
H 4.3099 -0.3587 -2.8555
H 3.2044 0.8644 1.1321
H 5.5512 1.3995 1.6048
H 3.3552 -2.3529 -2.3102
H 2.9199 -3.8979 -4.1576
H 0.9298 -3.5917 -5.5954
H -0.6143 -1.7065 -5.1912
H -0.1848 -0.1197 -3.3589
H 2.9925 2.2518 -3.2225
H 2.2167 4.6125 -3.2652
H 0.3936 5.3203 -1.7690
H -0.7329 3.7843 -0.2941
```

Computed properties:
- E: -176386.072 eV
- Total charge: +3
- Gap between HOMO and LUMO: 6.30 eV
- Lowest unoccupied orbital energy: -10.12 eV
- Relative energy (zero: lowest compared OMol25 entry of this formula, charge and spin): 0.0 kJ/mol

# 5
Entry from the OMol25 dataset: a structure of composition C37H38As2N6O8PdS in a non-equilibrium geometry (the ωB97M-V functional and the def2-TZVPD basis).

The geometry in XYZ format:
```
93
Properties=species:S:1:pos:R:3
Pd 0.9585 -0.4502 -0.3622
S -2.8237 2.1903 -7.4546
N -3.1782 1.8892 -5.8834
C -2.0996 1.3579 -5.3335
C -1.9822 0.9192 -3.9718
C -3.0771 0.9977 -3.1037
C -2.9553 0.4951 -1.8411
C -1.7150 -0.0064 -1.4432
N -0.6315 -0.0401 -2.2118
C -0.7537 0.3828 -3.5027
C 0.3556 0.2431 -4.4426
N 1.4946 -0.3092 -4.0136
C 2.4901 -0.4768 -4.8532
C 2.4510 -0.1174 -6.2015
C 1.2917 0.4429 -6.6739
C 0.2188 0.6383 -5.8028
C -1.0142 1.2141 -6.2422
N -1.2814 1.6349 -7.4665
H -3.9925 1.4433 -3.4672
H -3.7746 0.5136 -1.1377
H -1.6069 -0.3897 -0.4350
H 3.3861 -0.9400 -4.4532
H 3.3130 -0.2762 -6.8350
H 1.1790 0.7313 -7.7108
C 2.9667 -1.3774 3.5319
C 2.9848 -1.1649 2.0059
C 3.5800 0.2234 1.6723
C 3.8719 -2.2775 1.4252
C 1.5599 -1.2952 1.4763
H 3.9692 -1.2466 3.9541
H 2.6187 -2.3855 3.7642
H 2.2861 -0.6791 4.0102
H 4.5919 0.1320 1.2668
H 3.6248 0.8571 2.5592
H 2.9583 0.7252 0.9245
H 4.8850 -2.2157 1.8340
H 3.9361 -2.2104 0.3437
H 3.4577 -3.2553 1.6800
H 1.2586 -2.3361 1.3334
N 7.2901 -0.3740 -2.0863
C 6.2404 -0.8450 -2.0435
C 4.9575 -1.4377 -1.9829
C 4.7824 -2.8068 -2.2418
C 3.5058 -3.3277 -2.1531
C 2.4457 -2.4985 -1.8237
N 2.6092 -1.1918 -1.5645
C 3.8253 -0.6809 -1.6444
H 5.6328 -3.4183 -2.5116
H 3.3236 -4.3751 -2.3534
H 1.4277 -2.8668 -1.7766
H 3.9345 0.3812 -1.4535
C -0.7392 4.0946 -0.8665
O -0.9300 3.0889 0.1120
C -2.2385 2.8985 0.5431
O -3.1613 3.5532 0.0413
C -2.4120 1.8051 1.4298
C -3.0810 1.8597 2.5831
As -3.8136 0.2540 3.5743
C -4.5929 -0.5807 1.9647
C -2.0734 -0.6356 3.6665
C -1.3643 -1.2028 2.5757
As 0.0583 -0.1576 1.7893
C 0.6179 1.3285 2.9203
C -1.8574 -2.2495 1.7677
O -2.7205 -3.0848 2.0445
O -1.1595 -2.3777 0.5529
C -1.6440 -3.3819 -0.3068
C -1.4068 -0.2184 4.8430
O -1.9037 0.4368 5.7693
O -0.1157 -0.7251 4.9748
C 0.5073 -0.4295 6.2040
C -3.2383 3.1643 3.2608
O -2.3275 3.8714 3.6235
O -4.5096 3.6190 3.4791
C -5.6003 2.9245 2.9026
H -0.4114 5.0238 -0.3885
H -1.6817 4.2790 -1.3866
H 0.0245 3.7399 -1.5637
H -5.5713 -0.1461 1.7424
H -4.7050 -1.6497 2.1329
H -3.9222 -0.4215 1.1190
H -0.2423 1.7741 3.4163
H 1.0559 2.0841 2.2693
H 1.3471 1.0187 3.6637
H -1.2175 -3.1817 -1.2919
H -2.7358 -3.3518 -0.3555
H -1.3468 -4.3765 0.0436
H 1.3392 -1.1261 6.3169
H -0.1972 -0.5473 7.0303
H 0.8748 0.6027 6.2247
H -6.4312 3.6314 2.8744
H -5.8820 2.0598 3.5126
H -5.3684 2.5922 1.8879
```

Computed properties:
- E: -200294.647 eV
- Total charge: -2
- Gap between HOMO and LUMO (alpha / beta): 2.26 / 2.23 eV
- Lowest unoccupied orbital energy (alpha / beta): 2.66 / 2.66 eV

- Which of these has the highest E?
  C37H37N6ReSSb2

- Which of these has the highest E?
  C37H37N6ReSSb2